{
  "formula": "C21H45F2N4O8PS5",
  "method": "the ωB97M-V functional and the def2-TZVPD basis",
  "elements": ["H", "H", "H", "H", "H", "C", "N", "H", "O", "H", "C", "H", "H", "H", "C", "H", "F", "O", "S", "H", "C", "C", "H", "N", "H", "H", "C", "H", "C", "H", "H", "S", "H", "H", "S", "C", "C", "C", "O", "C", "H", "H", "S", "C", "H", "P", "H", "H", "H", "H", "O", "H", "H", "H", "C", "H", "C", "C", "H", "H", "C", "C", "C", "C", "F", "H", "H", "N", "N", "C", "H", "H", "H", "H", "O", "O", "H", "H", "H", "C", "H", "O", "S", "H", "O", "H"],
  "xyz": [[-4.3693, 1.1841, 5.0936], [3.2104, -2.2035, 3.4921], [0.7257, 3.3125, -6.5864], [-0.1380, 3.1333, -1.8035], [2.0135, -3.5209, 3.4874], [3.8070, 5.2239, -7.1312], [-1.8688, -2.4567, 2.7536], [-2.1816, -1.7245, -3.7549], [-3.8930, -2.3405, 4.7060], [-0.6438, 3.1877, 4.1752], [0.3383, 2.2446, -2.2197], [-2.7895, 0.3760, 4.9713], [-2.5011, -2.2973, -5.4204], [2.1120, 4.4184, -1.7144], [0.4739, -1.6849, 2.2226], [-0.2627, 1.3679, -1.9793], [-0.0529, -4.9809, -0.4342], [0.3013, -5.3663, 3.6592], [-4.5315, -1.1870, 5.4045], [3.5211, -4.5585, 1.4574], [2.6606, 3.5713, -2.1277], [-3.8417, 0.3174, 4.6941], [2.4953, -1.1199, 1.6912], [-0.2885, -4.1557, 1.8178], [4.9965, -1.9380, 2.3232], [0.4241, 2.3368, -3.3023], [2.6996, -2.9474, 2.8260], [2.4341, 2.8136, -6.6517], [-0.5544, -4.9369, 2.9984], [-2.1215, 5.8085, 1.7315], [1.8844, -3.7802, 0.3526], [1.9704, 2.0377, -1.4898], [-1.6513, -2.5490, 3.7469], [3.0556, -2.5178, -0.0708], [-1.6739, -0.0477, -5.3996], [-6.1823, -0.9889, 4.7126], [1.7106, 3.5605, -6.9823], [-2.8079, 4.9646, 1.8105], [-1.6739, 1.0148, -4.3561], [-0.0524, -0.8325, -5.3646], [-3.5366, 5.1445, 2.6024], [4.3997, 4.3734, -6.7919], [2.1793, 5.1852, -6.3607], [1.9164, -2.0835, 1.7299], [-6.1248, -0.9345, 3.6246], [0.0522, -0.0751, 1.2838], [-1.3336, 0.2588, 1.4117], [-3.3279, 4.8320, 0.8626], [0.1900, -1.1419, -4.3470], [-6.6370, -0.0816, 5.1116], [2.3862, 5.0548, -4.8913], [4.3014, 6.1498, -6.8401], [4.2469, -4.4373, 3.0803], [5.0964, -2.7232, 0.6729], [3.8539, -3.8277, 2.2240], [6.0035, -3.3871, 2.1274], [-2.5816, -1.4537, -4.7335], [-1.2199, -2.3361, 0.4844], [-0.5979, 4.8747, 3.6116], [1.3354, -2.1957, -0.4621], [5.0571, -2.9090, 1.7666], [2.0057, -2.6794, 0.2788], [0.5907, -1.2594, 3.6822], [-1.2342, 4.0004, 3.7524], [-1.8222, -5.2784, 3.3897], [3.6975, 5.1983, -8.2161], [0.6861, -0.1091, -5.7083], [0.5913, -1.0843, 4.8047], [-1.6004, -2.1134, -0.5588], [-0.6933, -2.7060, 1.9224], [-6.7822, -1.8514, 5.0019], [0.4304, -0.1706, -0.0932], [-2.0602, 4.2392, 4.4243], [2.6017, 3.5821, -3.2154], [2.6423, 0.9105, -2.2094], [-1.8981, -5.3148, 0.6137], [3.7042, 3.6331, -1.8204], [1.6667, 3.5864, -8.0719], [-3.9284, 0.2930, 3.6076], [-0.8389, -4.8318, 0.6725], [-2.5918, -3.1202, 2.4696], [-2.8648, 2.3736, 2.4218], [-1.8759, 3.4627, 2.1600], [-0.0508, -1.6956, -6.0317], [0.8399, 1.0792, 1.8491], [-3.6284, -1.1693, -4.6315]],
  "forces_ev_per_a": [[-0.007, -0.047, 0.013], [-0.548, -0.660, -0.391], [0.038, 0.108, 0.032], [0.058, -0.016, 0.044], [0.395, 0.142, -0.706], [0.134, -0.069, -0.014], [1.402, -0.418, -0.619], [0.031, 0.078, -0.013], [-0.059, -0.003, -0.055], [-0.009, -0.021, -0.155], [0.050, 0.008, -0.063], [-0.039, -0.078, 0.022], [0.015, 0.055, -0.030], [-0.026, -0.054, 0.004], [0.296, 0.387, -0.041], [0.049, 0.018, -0.052], [0.316, 0.883, 1.520], [1.542, -0.251, 0.767], [0.028, 0.181, 0.092], [0.194, 0.619, 0.391], [0.089, -0.071, -0.098], [-0.003, -0.059, -0.109], [-0.753, -0.609, 0.047], [-0.540, -0.437, -0.654], [0.027, -0.685, -0.670], [-0.001, -0.047, 0.032], [0.185, 0.313, -0.462], [0.025, 0.073, 0.046], [-0.817, -0.652, 0.591], [0.038, -0.065, -0.003], [-0.294, 0.829, -0.467], [0.005, 0.106, 0.182], [-0.369, 0.087, -0.133], [-0.944, -0.020, 0.201], [-0.007, -0.067, -0.034], [-0.082, -0.054, -0.130], [0.013, -0.154, 0.003], [-0.169, 0.053, 0.076], [0.031, -0.100, -0.041], [0.077, -0.071, 0.079], [0.029, -0.056, 0.010], [-0.072, 0.000, 0.048], [-0.056, 0.033, -0.041], [0.983, 0.198, -0.028], [0.083, 0.000, 0.028], [1.295, 3.057, 0.912], [0.275, -0.904, -0.283], [0.066, -0.081, 0.026], [-0.046, 0.067, 0.007], [0.060, -0.015, 0.032], [0.041, -0.040, -0.214], [-0.104, -0.010, 0.037], [-0.454, 0.393, -0.713], [0.060, -0.088, 0.756], [0.330, 0.447, 1.051], [-0.635, 0.418, -0.698], [-0.009, -0.092, 0.118], [1.461, -1.126, 3.227], [0.000, -0.044, -0.060], [0.326, -0.488, 0.520], [-0.061, -0.427, 0.667], [0.629, -0.225, 0.709], [-0.888, -1.281, -3.064], [-0.028, -0.027, 0.163], [0.485, 1.073, -1.393], [-0.054, 0.018, 0.031], [-0.084, 0.033, 0.024], [0.095, 0.423, 1.505], [-0.718, 0.446, -1.818], [-1.494, 1.199, -1.062], [0.102, 0.010, 0.042], [-0.539, -0.743, 0.506], [-0.045, -0.018, -0.080], [-0.047, 0.015, 0.046], [-0.142, 0.045, -0.095], [-1.505, -0.579, 0.401], [-0.057, -0.097, 0.074], [-0.005, 0.057, 0.025], [0.016, -0.009, 0.040], [0.715, -0.295, -1.002], [-0.101, 0.392, 0.516], [0.039, 0.126, 0.071], [0.179, -0.023, -0.119], [-0.051, 0.039, -0.013], [-0.518, -1.133, -0.067], [0.074, 0.078, -0.046]],
  "lowdin_charge": [0.055, 0.113, 0.049, 0.057, 0.093, -0.271, 0.128, 0.046, -0.569, 0.053, -0.268, 0.049, 0.053, 0.058, -0.361, 0.030, 0.118, 0.228, 0.823, 0.098, -0.269, -0.276, 0.137, 0.132, 0.077, 0.044, -0.167, 0.059, -0.447, 0.053, 0.063, 0.778, 0.082, 0.084, 0.801, -0.272, -0.268, -0.270, -0.560, -0.263, 0.056, 0.059, 0.821, -0.305, 0.059, 0.789, 0.048, 0.049, 0.059, 0.052, -0.558, 0.050, 0.108, 0.064, -0.238, 0.072, -0.267, -0.222, 0.055, 0.068, -0.105, -0.053, -0.212, -0.259, 0.118, 0.052, 0.044, 0.204, 0.234, -0.377, 0.048, 0.030, 0.057, 0.019, -0.574, 0.226, 0.052, 0.053, 0.045, -0.489, 0.103, -0.570, 0.797, 0.053, -0.460, 0.050],
  "homo_energy_ev": -8.291,
  "largest_force_ev_per_a": 3.7,
  "homo_lumo_gap_ev": 8.47,
  "e_tot_ev": -113741.07778
}